No. 1
14
Properties=species:S:1:pos:R:3 method="wB97M-V/def2-TZVPD" multiplicity=6 lumo_energy_ev="-5.39 / -4.87" homo_ev="-13.19 / -13.11" charge=+1
C -0.64703 -1.35110 1.04920
C -0.14891 0.05228 1.29998
O 0.22404 0.61115 -0.00420
C 0.80851 1.89154 0.01626
Sm -0.28703 -1.40132 -1.33846
H -0.05050 -2.09909 1.59014
H -1.70485 -1.46575 1.32597
H 0.75259 0.10189 1.93246
H -0.90762 0.73611 1.71426
H 0.45422 2.47878 -0.84363
H 0.55193 2.41321 0.95093
O -0.12152 -1.83722 -3.49566
H -0.81931 -1.90475 -4.14606
H 1.89548 1.77425 -0.05119


No. 2
14
Properties=species:S:1:pos:R:3 method="wB97M-V/def2-TZVPD" lumo_energy_ev=0.70 e_above_lowest_kcal_mol=4.23 homo_ev=-10.85
O 1.21569 0.95952 0.33672
C 0.47636 0.56021 -0.51906
O 0.56522 0.96530 -1.79308
C -0.55573 -0.52201 -0.31291
C 0.13383 -1.87887 -0.48444
H 1.34959 1.53370 -1.78121
H -1.00758 -0.42812 0.67148
H -1.36189 -0.37444 -1.02923
H 1.10838 -1.85054 -0.97361
H 0.38664 -2.38002 0.45041
H -0.49378 -2.55734 -1.05950
H -1.20151 1.59312 2.56038
H 0.11497 2.03802 1.76813
O -0.73018 2.34148 2.16594


No. 3
15
Properties=species:S:1:pos:R:3 method="wB97M-V/def2-TZVPD" lumo_energy_ev=0.54 e_above_lowest_kcal_mol=27.47 homo_ev=-10.45
C -2.05351 -0.58745 -1.24416
C -2.00944 -0.59506 0.20991
C 2.57411 -0.66372 -0.05507
O -3.19988 -0.28017 0.69512
O 1.90683 -0.17588 0.92421
O 2.16564 -1.13407 -1.05492
O -1.01490 -0.75637 0.87328
H -3.06537 -0.72856 -1.67354
H -1.66842 0.34939 -1.62884
H -1.46015 -1.46686 -1.61419
H 3.01854 3.67906 0.77080
H 3.59150 -0.62480 0.25969
H -3.31915 -0.42755 1.61070
H 0.95404 -0.02769 0.64387
H 3.58015 3.43975 1.28314


no.,energy (eV)
1,-25231.733
2,-9383.618
3,-11430.078